The following is a DFT calculation (ωB97M-V with the def2-TZVPD basis set) of a structure of composition C27H18N7O9ReS2.

Output
molecular weight = 834.82 g/mol
orbital gap (alpha / beta) = 6.857 / 6.929 eV
E = -2974.56885 Ha
charge = +1
2S+1 = 2
energy relative to the best compared isomer or geometry (same formula, charge and spin) = 0.398 eV

Each line ends with the Löwdin spin population.
Positions of all 64 atoms, in Å:
Re (0.036, -0.417, 0.706)  0.79
O (0.045, 3.201, 0.870)  0.00
C (-0.035, 2.502, -0.101)  0.01
N (-0.706, 1.225, -0.036)  0.01
C (-1.991, 1.237, -0.590)  0.01
O (-2.521, 2.213, -1.051)  0.00
C (-2.628, -0.116, -0.543)  0.00
C (-3.845, -0.383, -1.133)  0.00
C (-4.315, -1.688, -1.101)  0.00
C (-3.548, -2.664, -0.487)  0.00
C (-2.339, -2.314, 0.091)  0.00
N (-1.897, -1.056, 0.072)  0.01
C (0.574, 2.813, -1.427)  0.00
C (0.846, 4.132, -1.756)  0.00
C (1.392, 4.384, -3.007)  0.00
C (1.648, 3.312, -3.847)  0.00
C (1.349, 2.028, -3.411)  0.00
N (0.814, 1.773, -2.223)  0.00
H (-4.381, 0.422, -1.614)  0.00
H (-5.260, -1.941, -1.560)  0.00
H (-3.871, -3.694, -0.455)  0.00
H (-1.703, -3.041, 0.581)  0.00
H (0.621, 4.922, -1.056)  0.00
H (1.608, 5.396, -3.320)  0.00
H (2.066, 3.462, -4.832)  0.00
H (1.536, 1.170, -4.047)  0.00
O (2.040, -3.633, 2.124)  0.01
C (1.342, -3.100, 1.309)  0.01
O (0.542, -2.063, 1.619)  0.10
C (1.203, -3.557, -0.106)  0.00
C (1.529, -4.870, -0.425)  0.00
C (1.378, -5.314, -1.724)  0.00
C (0.906, -4.492, -2.740)  0.00
C (0.577, -3.199, -2.411)  0.00
C (0.752, -2.681, -1.115)  0.00
O (0.588, -1.403, -0.906)  0.01
N (0.004, -2.318, -3.434)  0.00
O (-1.009, -1.716, -3.130)  0.00
O (0.573, -2.257, -4.502)  0.00
N (1.717, -6.709, -2.050)  0.00
O (2.110, -7.409, -1.142)  0.00
O (1.587, -7.052, -3.207)  0.00
H (1.899, -5.534, 0.344)  0.00
H (0.795, -4.863, -3.748)  0.00
C (3.346, 0.051, -0.778)  0.00
C (3.014, 0.693, 0.521)  0.02
N (1.892, 0.528, 1.194)  0.00
C (1.897, 1.235, 2.388)  0.00
C (3.030, 1.937, 2.616)  0.00
S (4.121, 1.710, 1.321)  0.01
C (0.705, 1.095, 3.210)  0.00
C (0.430, 1.589, 4.441)  0.00
S (-1.095, 1.020, 4.961)  0.00
C (-1.303, 0.152, 3.516)  0.00
N (-0.292, 0.291, 2.685)  0.00
C (-2.510, -0.675, 3.254)  0.00
H (2.433, -0.229, -1.293)  0.00
H (3.959, -0.835, -0.601)  0.00
H (3.912, 0.736, -1.407)  0.00
H (3.268, 2.571, 3.452)  0.00
H (1.033, 2.232, 5.056)  0.00
H (-3.009, -0.929, 4.187)  0.00
H (-2.220, -1.594, 2.751)  0.00
H (-3.216, -0.130, 2.625)  0.00

Cartesian forces (eV/Å) of the 3 atoms listed first:
Re -0.17 0.33 -0.01
O 0.00 -0.04 -0.06
C 0.15 0.07 0.07